Record 1
C36H31FeN3OS2Se | ωB97M-V/def2-TZVPD

Its expectation value of S² is 8.8383. As for the gap between HOMO and LUMO (alpha / beta): 0.196 / 0.226 hartree. The calculation puts the molar mass at 720.60 Da. Its HOMO energy (alpha / beta) is -3.1 / -4.0 eV. The energy above the lowest of the compared OMol25 structures with the same formula, charge and spin comes out at 3.199 eV.

ORCA input file:
```
! wB97M-V def2-TZVPD RIJCOSX def2/J DEFGRID3
* xyz -1 6
Fe -1.3077 -0.5544 -0.3135
C 4.6661 0.0373 -1.2987
C 4.7651 1.5106 -0.8994
C 5.2545 2.2953 -2.1243
C 5.7869 1.6194 0.2404
C 3.4349 2.1033 -0.4472
C 3.4099 3.4194 0.0257
C 2.2250 4.0075 0.4341
C 1.0632 3.2726 0.3700
S -0.5342 3.7935 0.8113
C -1.1359 2.2210 0.2775
N -0.2043 1.3781 -0.1634
C 1.0334 1.9476 -0.1197
C 2.2521 1.3874 -0.5229
C -2.5146 1.9412 0.2914
C -3.4425 2.9317 0.6741
C -4.7744 2.6253 0.8079
C -5.2235 1.3528 0.4950
C -4.3248 0.4093 -0.0010
C -2.9743 0.6578 -0.0609
H 5.6496 -0.3231 -1.5945
H 3.9944 -0.1025 -2.1404
H 4.3186 -0.5742 -0.4705
H 6.2319 1.9349 -2.4414
H 5.3331 3.3569 -1.9071
H 4.5526 2.1692 -2.9460
H 6.7544 1.2293 -0.0719
H 5.4438 1.0458 1.0982
H 5.9195 2.6500 0.5548
H 4.3156 4.0063 0.0847
H 2.1986 5.0227 0.8039
H 2.2497 0.3841 -0.8998
H -3.0818 3.9307 0.8790
H -5.4687 3.3761 1.1598
H -6.2641 1.0905 0.6321
H -4.7368 -0.5431 -0.2910
O -1.8639 -4.6092 -0.1228
S -0.7250 -3.8082 -0.6009
N -0.6505 -2.4685 0.3553
Se -2.6490 -1.6188 -1.9991
C -4.0094 -2.5775 -1.0712
C -3.9593 -2.7352 0.3124
C -5.0287 -3.3294 0.9522
N -6.1119 -3.7742 0.3310
C -6.1408 -3.6493 -0.9871
C -5.1341 -3.0649 -1.7350
H -3.1100 -2.3842 0.8770
H -5.0312 -3.4345 2.0300
H -7.0388 -4.0246 -1.4637
H -5.2172 -2.9696 -2.8081
C -1.8123 0.5031 4.3566
C -2.2998 0.0052 3.1559
C -1.4312 -0.4718 2.2041
C -0.0374 -0.4578 2.3980
C 0.4350 0.0747 3.6078
C -0.4420 0.5291 4.5700
C 0.8391 -0.8764 1.3529
C 0.4348 -1.6744 0.2826
C 1.2201 -1.7907 -0.9772
C 2.2834 -2.6474 -1.2017
C 2.8374 -2.7299 -2.4709
C 2.3356 -1.9598 -3.5074
C 1.2715 -1.0978 -3.2865
C 0.7053 -1.0327 -2.0291
H -2.4975 0.8750 5.1047
H -3.3615 0.0031 2.9595
H -1.8408 -0.8342 1.2559
H 1.5009 0.1385 3.7831
H -0.0571 0.9176 5.5042
H 1.8562 -0.5133 1.3632
H 2.6663 -3.2518 -0.3934
H 3.6723 -3.3952 -2.6509
H 2.7701 -2.0336 -4.4943
H 0.8898 -0.4811 -4.0875
H -0.1347 -0.3610 -1.7968
*
```

These are the Löwdin partial charges, in e, on atoms 1 to 8: 0.34, -0.06, -0.55, -0.05, -0.05, -0.17, -0.05, -0.09


Record 2
C36H32CeN2P2S2 | ωB97M-V/def2-TZVPD

As for the gap between HOMO and LUMO (alpha / beta): 0.244 / 0.242 hartree. The calculation puts the molar mass at 758.86 Da. Its HOMO energy (alpha / beta) is -13.9 / -13.9 eV.

ORCA input file:
```
! wB97M-V def2-TZVPD RIJCOSX def2/J DEFGRID3
* xyz 2 1
Ce 1.8717 -1.0411 1.1469
C 3.2678 -3.5616 0.3312
C 2.1854 -3.6359 -0.5447
C 0.9024 -3.8423 -0.0439
C 0.6943 -3.9601 1.3296
C 1.7730 -3.8800 2.2062
C 3.0647 -3.6855 1.7076
H 4.2704 -3.4296 -0.0570
H 2.3494 -3.5428 -1.6098
H 0.0677 -3.9183 -0.7290
H -0.3027 -4.1194 1.7203
H 1.6159 -3.9882 3.2717
H 3.9099 -3.6612 2.3851
S -0.0226 -0.6849 2.9749
P -1.1629 -0.4328 1.2681
C -0.2001 -0.8928 -0.1012
P 0.5260 -0.0716 -1.4468
S 2.5836 -0.2477 -1.2877
C 0.1611 1.6627 -1.6375
C 0.8824 2.6366 -0.9385
C 0.5696 3.9702 -1.1002
C -0.4407 4.3346 -1.9652
C -1.1467 3.3610 -2.6756
C -0.8521 2.0307 -2.5037
C 0.0425 -0.9008 -2.9540
C -1.0533 -1.7585 -2.9603
C -1.4585 -2.3524 -4.1488
C -0.7686 -2.0846 -5.3193
C 0.3285 -1.2266 -5.3095
C 0.7389 -0.6339 -4.1300
C -1.8264 1.2188 1.2757
C -1.5889 2.1181 2.3176
C -2.2361 3.3372 2.3286
C -3.1156 3.6582 1.3087
C -3.3588 2.7573 0.2730
C -2.7182 1.5414 0.2579
C -2.5483 -1.5604 1.3997
C -3.5257 -1.2816 2.3514
C -4.5878 -2.1530 2.5146
C -4.6799 -3.2962 1.7272
C -3.7105 -3.5706 0.7744
C -2.6403 -2.7040 0.6118
H 1.7060 2.3622 -0.2906
H 1.1273 4.7279 -0.5665
H -0.6760 5.3813 -2.1047
H -1.9269 3.6479 -3.3678
H -1.4058 1.2875 -3.0636
H -1.6087 -1.9483 -2.0481
H -2.3143 -3.0137 -4.1607
H -1.0851 -2.5403 -6.2475
H 0.8628 -1.0215 -6.2269
H 1.5900 0.0361 -4.1331
H -0.9404 1.8541 3.1421
H -2.0692 4.0291 3.1424
H -3.6264 4.6117 1.3234
H -4.0550 3.0078 -0.5158
H -2.9234 0.8401 -0.5448
H -3.4668 -0.3907 2.9653
H -5.3472 -1.9414 3.2541
H -5.5134 -3.9729 1.8559
H -3.7909 -4.4564 0.1591
H -1.8830 -2.9196 -0.1339
N 5.1199 0.6275 0.8968
C 4.2751 1.5446 1.4619
C 4.7211 2.8491 1.7264
C 3.8597 3.7520 2.2881
C 2.5499 3.3636 2.5938
C 2.1965 2.0694 2.3406
N 3.0400 1.1465 1.8006
H 6.0140 0.9703 0.5833
H 4.7283 -0.0465 0.2588
H 5.7326 3.1279 1.4655
H 4.1944 4.7616 2.4857
H 1.8388 4.0445 3.0361
H 1.2157 1.7000 2.6044
*
```

These are the Löwdin partial charges, in e, on atoms 1 to 8: 0.57, -0.11, -0.09, -0.06, -0.07, -0.10, -0.12, 0.14


Record 3
C36H32Cl3N6O4SeSiY | ωB97M-V/def2-TZVPD

As for the gap between HOMO and LUMO: 0.232 hartree. The calculation puts the molar mass at 915.00 Da. Its HOMO energy is -7.4 eV. The energy above the lowest of the compared OMol25 structures with the same formula, charge and spin comes out at 0.000 eV.

ORCA input file:
```
! wB97M-V def2-TZVPD RIJCOSX def2/J DEFGRID3
* xyz 0 1
Y -0.0776 0.9678 -0.2044
N 0.9300 3.3040 -0.5336
C 1.3945 3.6440 -1.8926
C 0.2411 3.7548 -2.8813
C -0.4390 2.4319 -3.2104
O -0.8929 2.2163 -4.3206
O -0.5122 1.5943 -2.2243
H 0.1996 3.9491 -0.2397
H 1.6998 3.4106 0.1177
H 2.0887 2.8630 -2.2141
H 1.9484 4.5874 -1.8902
H 0.5868 4.1971 -3.8144
H -0.5249 4.4250 -2.4751
Cl -5.4380 4.1381 4.7252
C -4.2622 3.5424 3.5914
C -3.8696 2.2171 3.6474
C -2.9354 1.7591 2.7385
Cl -2.4277 0.0985 2.8046
C -2.3569 2.5765 1.7497
O -1.4752 2.1354 0.9049
C -2.7957 3.9124 1.7515
Cl -2.1252 4.9929 0.5651
C -3.7295 4.3997 2.6455
H -4.2834 1.5487 4.3884
H -4.0349 5.4352 2.6039
Se -3.7900 -6.3941 -0.2593
N -2.4093 -5.7529 0.6663
C -2.2958 -4.4905 0.3555
C -1.2619 -3.6171 0.8973
C -0.3006 -4.0732 1.7964
C 0.6799 -3.2046 2.2164
C 0.6751 -1.9029 1.7236
N -0.2426 -1.4499 0.8783
C -1.2029 -2.2913 0.4655
C -2.1851 -1.7689 -0.5004
N -2.0487 -0.4900 -0.8766
C -2.9237 0.0209 -1.7341
C -3.9751 -0.7159 -2.2711
C -4.1046 -2.0371 -1.9146
C -3.1943 -2.5835 -1.0111
C -3.2519 -3.9788 -0.5953
N -4.1306 -4.8321 -1.0451
H -0.3388 -5.1005 2.1342
H 1.4526 -3.5137 2.9060
H 1.4438 -1.1941 1.9982
H -2.7575 1.0484 -2.0265
H -4.6553 -0.2474 -2.9676
H -4.8888 -2.6646 -2.3171
C 3.8461 2.8038 1.9120
Si 2.4988 1.5132 2.1732
C 3.0198 0.3675 3.5793
C 0.9874 2.4020 2.8442
N 2.0634 0.6829 0.7170
C 2.9816 -0.1004 0.0412
C 4.3150 -0.3197 0.4416
C 5.2022 -1.0887 -0.2942
C 4.8091 -1.6846 -1.4814
C 3.4987 -1.5151 -1.9051
C 2.6183 -0.7762 -1.1426
O 1.2894 -0.5953 -1.5670
C 0.6675 -1.6388 -2.2565
C 0.7606 -2.9460 -1.7992
C 0.0459 -3.9416 -2.4482
C -0.7541 -3.6326 -3.5412
C -0.8219 -2.3216 -3.9913
C -0.1053 -1.3136 -3.3582
H 4.1359 3.2464 2.8686
H 3.5037 3.6238 1.2743
H 4.7426 2.3916 1.4478
H 3.4172 0.9599 4.4077
H 3.7770 -0.3674 3.3037
H 2.1519 -0.1745 3.9655
H 1.2725 2.8746 3.7884
H 0.1747 1.7049 3.0685
H 0.5817 3.1839 2.2001
H 4.6719 0.1476 1.3486
H 6.2164 -1.2117 0.0648
H 5.5016 -2.2684 -2.0715
H 3.1539 -1.9679 -2.8258
H 1.3831 -3.1773 -0.9437
H 0.1139 -4.9623 -2.0917
H -1.3146 -4.4117 -4.0415
H -1.4343 -2.0684 -4.8473
H -0.1741 -0.2863 -3.6919
*
```

These are the Löwdin partial charges, in e, on atoms 1 to 8: 1.51, -0.03, -0.23, -0.09, -0.63, 0.05, -0.22, 0.03


Record 4
C36H32CoN2O6S3 | ωB97M-V/def2-TZVPD

As for the gap between HOMO and LUMO (alpha / beta): 0.218 / 0.217 hartree. The calculation puts the molar mass at 743.79 Da. Its HOMO energy (alpha / beta) is -10.1 / -10.1 eV. The energy above the lowest of the compared OMol25 structures with the same formula, charge and spin comes out at 1.076 eV.

ORCA input file:
```
! wB97M-V def2-TZVPD RIJCOSX def2/J DEFGRID3
* xyz 1 1
Co 0.3384 -1.1873 0.2653
O -5.7669 -0.6061 4.9529
C -4.5621 -0.7248 5.5363
O -4.4731 -0.8553 6.7220
C -3.3528 -0.6955 4.6456
C -2.1576 -1.1508 5.1967
C -1.0067 -1.2061 4.4417
C -1.0162 -0.7823 3.1075
C -2.2060 -0.3005 2.5646
C -3.3585 -0.2577 3.3253
N 0.1361 -0.8606 2.3039
C 1.3069 -0.7397 2.8117
C 2.4556 -0.9944 1.9784
C 3.7658 -0.9844 2.4393
C 4.7859 -1.3377 1.5783
C 4.4675 -1.7081 0.2777
C 3.1418 -1.6825 -0.1188
N 2.1652 -1.3088 0.7031
H -5.7083 -0.5708 3.9919
H -2.1614 -1.4839 6.2254
H -0.1072 -1.6236 4.8758
H -2.2197 0.0434 1.5418
H -4.2553 0.1408 2.8658
H 1.4359 -0.4425 3.8488
H 3.9513 -0.7178 3.4715
H 5.8148 -1.3412 1.9112
H 5.2327 -2.0229 -0.4165
H 2.8385 -1.9567 -1.1198
O 0.7767 -1.1377 -1.7607
S 0.3535 -0.9138 -3.1853
C -0.8547 0.4468 -3.1293
C -0.2699 1.7742 -2.6621
C -1.2940 2.6599 -1.9443
C -1.6405 2.2001 -0.5334
S -0.2654 2.0526 0.6654
O 0.5848 0.8911 0.1917
C 0.7031 3.5055 0.2546
C 0.1686 4.7686 0.4674
C 0.9315 5.8813 0.1525
C 2.2147 5.7259 -0.3565
C 2.7445 4.4572 -0.5417
C 1.9882 3.3357 -0.2305
C 1.7343 -0.0593 -3.9467
C 1.8193 -0.0448 -5.3307
C 2.8997 0.5821 -5.9338
C 3.8881 1.1663 -5.1536
C 3.7982 1.1315 -3.7680
C 2.7159 0.5160 -3.1575
H -1.6198 0.0591 -2.4495
H -1.2799 0.5031 -4.1331
H 0.1371 2.3150 -3.5167
H 0.5548 1.5805 -1.9802
H -2.2263 2.6918 -2.5148
H -0.9105 3.6802 -1.9094
H -2.0721 1.1939 -0.5147
H -2.3496 2.8814 -0.0574
H -0.8294 4.8858 0.8740
H 0.5247 6.8716 0.3058
H 2.8035 6.5995 -0.6020
H 3.7478 4.3397 -0.9293
H 2.3821 2.3361 -0.3591
H 1.0521 -0.5224 -5.9293
H 2.9718 0.6033 -7.0127
H 4.7355 1.6429 -5.6280
H 4.5705 1.5858 -3.1606
H 2.6283 0.4794 -2.0784
O -3.4521 -1.0726 -0.9006
C -2.4977 -1.6624 -0.4241
O -1.3937 -1.0393 -0.1566
C -2.5798 -3.1194 -0.0676
C -3.8522 -3.6892 -0.0696
C -4.0420 -5.0253 0.2227
C -2.9405 -5.8227 0.5070
C -1.6734 -5.2747 0.5235
C -1.4716 -3.9176 0.2451
S 0.2118 -3.4223 0.3010
H -4.6893 -3.0504 -0.3157
H -5.0382 -5.4466 0.2272
H -3.0698 -6.8751 0.7229
H -0.8131 -5.8905 0.7554
*
```

These are the Löwdin partial charges, in e, on atoms 1 to 8: 0.36, 0.14, -0.48, 0.14, -0.11, 0.01, 0.01, -0.21


Record 5
C36H32CoN3OPS2Se2 | ωB97M-V/def2-TZVPD

Its expectation value of S² is 6.0167. As for the gap between HOMO and LUMO (alpha / beta): 0.296 / 0.250 hartree. The calculation puts the molar mass at 834.63 Da. Its HOMO energy (alpha / beta) is -10.7 / -11.0 eV.

ORCA input file:
```
! wB97M-V def2-TZVPD RIJCOSX def2/J DEFGRID3
* xyz 1 5
Co -0.9056 -1.0575 -0.7045
S -3.5045 -4.7830 -0.5963
C -4.0592 -3.9216 -1.9988
C -5.0447 -4.2807 -2.9136
C -5.2915 -3.4190 -3.9629
C -4.5749 -2.2235 -4.1034
C -3.6008 -1.8656 -3.1961
C -3.3450 -2.7283 -2.1310
N -2.4049 -2.5334 -1.1307
C -2.3807 -3.5177 -0.2791
C -1.4198 -3.4927 0.8236
C -1.3352 -4.4912 1.7906
C -0.3777 -4.4010 2.7881
C 0.4957 -3.3227 2.8237
C 0.4200 -2.3164 1.8627
C -0.5414 -2.4099 0.8765
H -5.5967 -5.2046 -2.8094
H -6.0498 -3.6727 -4.6908
H -4.7910 -1.5723 -4.9393
H -3.0439 -0.9430 -3.2962
H -2.0128 -5.3370 1.7645
H -0.3106 -5.1766 3.5389
H 1.2493 -3.2630 3.5988
H 1.1165 -1.4881 1.8843
Se 0.9548 0.5952 -0.2146
P 2.0083 -0.7780 -1.5349
Se 0.4600 -1.9178 -2.5540
C 3.0978 0.0711 -2.6858
C 3.7693 -0.7039 -3.6321
C 4.6472 -0.0996 -4.5126
C 4.8584 1.2737 -4.4497
C 4.1894 2.0423 -3.5110
C 3.3040 1.4430 -2.6244
C 3.0691 -1.8600 -0.5508
C 4.0897 -1.2592 0.1870
C 4.9060 -2.0348 0.9898
C 4.7101 -3.4109 1.0552
C 3.7008 -4.0075 0.3170
C 2.8747 -3.2329 -0.4875
H 3.6031 -1.7743 -3.6818
H 5.1672 -0.6972 -5.2491
H 5.5463 1.7437 -5.1400
H 4.3511 3.1110 -3.4687
H 2.7686 2.0408 -1.8980
H 4.2437 -0.1870 0.1340
H 5.6986 -1.5704 1.5612
H 5.3524 -4.0166 1.6810
H 3.5510 -5.0779 0.3652
H 2.0768 -3.6939 -1.0554
C -0.3488 2.5401 4.1104
C -1.5980 1.7063 3.8420
C -1.5763 0.9918 2.4988
N -1.5018 1.9748 1.4141
C -1.9798 1.8364 0.2006
S -2.7438 0.3799 -0.3176
N -1.8722 2.8420 -0.7080
C -1.1194 4.0543 -0.6551
O -0.5861 4.4282 -1.6625
C -1.1056 4.8227 0.6174
C 0.0625 5.4936 0.9701
C 0.0919 6.2561 2.1267
C -1.0479 6.3691 2.9121
C -2.2204 5.7175 2.5490
C -2.2502 4.9361 1.4056
H -0.3748 2.9598 5.1152
H -0.2511 3.3900 3.4279
H 0.5548 1.9334 4.0233
H -2.4939 2.3290 3.9076
H -1.6963 0.9375 4.6103
H -2.4676 0.3884 2.3463
H -0.7076 0.3308 2.4288
H -1.0348 2.8432 1.6416
H -2.0537 2.5468 -1.6589
H 0.9314 5.4134 0.3301
H 0.9994 6.7715 2.4101
H -1.0257 6.9747 3.8084
H -3.1115 5.8254 3.1525
H -3.1622 4.4292 1.1134
*
```

These are the Löwdin partial charges, in e, on atoms 1 to 8: 0.11, 1.16, -0.44, -0.07, -0.07, -0.06, -0.02, -0.30


Record 6
C36H32F6MoN3O2S2SbTe | ωB97M-V/def2-TZVPD

Its expectation value of S² is 0.7678. As for the gap between HOMO and LUMO (alpha / beta): 0.169 / 0.138 hartree. The calculation puts the molar mass at 1062.09 Da. Its HOMO energy (alpha / beta) is -15.3 / -15.3 eV. The energy above the lowest of the compared OMol25 structures with the same formula, charge and spin comes out at 2.723 eV.

ORCA input file:
```
! wB97M-V def2-TZVPD RIJCOSX def2/J DEFGRID3
* xyz 3 2
Mo -1.6355 -1.1331 0.7880
C 2.8207 3.2986 -2.2239
C 1.6956 2.5037 -1.6611
C 0.5397 3.1401 -1.2002
C -0.5255 2.4046 -0.6961
C -1.7920 2.9513 -0.0883
O -2.3150 2.3152 0.8176
C -2.2968 4.2188 -0.6193
C -3.1234 5.0099 0.1886
C -3.5307 6.2583 -0.2552
C -3.1711 6.7102 -1.5161
C -2.4143 5.9008 -2.3510
C -1.9848 4.6592 -1.9115
C -0.3979 1.0121 -0.6178
O -1.3035 0.2476 -0.0705
C 0.7647 0.3245 -1.0543
C 1.7945 1.1179 -1.5779
C 0.8723 -1.1219 -0.9084
N -0.0106 -1.8214 -0.2195
C 0.1110 -3.2709 -0.0908
C -0.2290 -4.0171 -1.3709
Te -2.2016 -3.5517 -2.2293
C -1.3890 -2.0976 -3.6132
C -0.7669 -2.5878 -4.7572
C -0.2876 -1.6832 -5.6945
C -0.4352 -0.3188 -5.4930
C -1.0691 0.1568 -4.3537
C -1.5588 -0.7334 -3.4107
C 2.0220 -1.7448 -1.6007
C 2.1328 -1.5562 -2.9835
C 3.2058 -2.0824 -3.6779
C 4.2024 -2.7712 -3.0035
C 4.1151 -2.9382 -1.6296
C 3.0293 -2.4413 -0.9268
H 2.5967 4.3614 -2.2308
H 3.0316 2.9806 -3.2436
H 3.7318 3.1414 -1.6485
H 0.4998 4.2201 -1.1966
H -3.4037 4.6470 1.1675
H -4.1086 6.8909 0.3996
H -3.4774 7.6896 -1.8498
H -2.1671 6.2338 -3.3452
H -1.4607 4.0084 -2.5957
H 2.7113 0.6493 -1.8951
H -0.5634 -3.6038 0.7097
H 1.1278 -3.5551 0.2039
H -0.2411 -5.0899 -1.1677
H 0.4966 -3.7987 -2.1589
H -0.6705 -3.6543 -4.9288
H 0.1785 -2.0527 -6.5939
H -0.0749 0.3784 -6.2339
H -1.2147 1.2174 -4.2085
H -2.0978 -0.3668 -2.5421
H 1.3633 -1.0070 -3.5014
H 3.2725 -1.9300 -4.7427
H 5.0487 -3.1619 -3.5443
H 4.9098 -3.4395 -1.0994
H 3.0073 -2.5348 0.1502
N -1.9657 0.3050 4.0297
C -0.6643 0.0236 4.0443
S 0.1105 -0.3676 2.5642
N -0.0124 0.0939 5.2050
C 1.3094 -0.1463 5.6011
C 2.3831 -0.3800 4.7352
C 3.6428 -0.6042 5.2566
C 3.8561 -0.5985 6.6331
C 2.7929 -0.3506 7.4978
C 1.5322 -0.1245 6.9888
H -2.4879 0.3513 3.1601
H -2.4905 0.4966 4.8738
H -0.5950 0.3398 6.0040
H 2.2436 -0.3740 3.6692
H 4.4701 -0.7865 4.5888
H 4.8417 -0.7847 7.0295
H 2.9526 -0.3371 8.5647
H 0.7115 0.0675 7.6649
F -2.0111 -2.4157 1.9343
Sb -4.1435 -3.5424 2.8437
F -5.1077 -2.5776 1.5117
F -3.3377 -4.5561 1.4032
F -5.5532 -4.4868 3.5915
F -2.6887 -4.0502 3.9751
F -3.8434 -1.7275 3.5519
S -3.3085 -2.0500 -0.8140
*
```

These are the Löwdin partial charges, in e, on atoms 1 to 8: 1.59, -0.01, -0.19, 0.08, -0.02, -0.27, 0.08, -0.16